1.
The following is a DFT calculation (wB97M-V/def2-TZVPD) of an isolated ion of composition C2H8N3 and charge +1 in a non-equilibrium geometry.

Last column: natural (NBO) charge in e.
Positions of all 13 atoms, in Å:
C1 0.701 -1.184 0.088  -0.093
N1 1.326 0.076 -0.131  -0.560
C2 0.196 0.901 -0.606  -0.110
N2 -0.860 0.674 0.397  -0.365
N3 -0.580 -0.811 0.740  -0.443
H1 0.414 -1.680 -0.987  0.174
H2 1.369 -1.916 0.457  0.262
H3 1.689 0.479 0.691  0.374
H4 0.560 1.950 -0.731  0.261
H5 -0.080 0.380 -1.525  0.230
H6 -0.764 1.263 1.144  0.431
H7 -1.761 0.546 -0.009  0.444
H8 -1.402 -1.375 0.478  0.394

Force components x, y, z for each atom (eV/Å):
C -1.595 0.009 -4.324
N -1.355 0.567 -1.649
C 3.074 -0.011 -0.831
N 0.888 -5.261 -2.906
N -0.494 0.329 1.790
H 0.788 1.305 2.163
H 0.132 -0.554 1.733
H 0.927 0.289 1.224
H -0.946 -0.763 0.129
H -0.472 0.771 -0.116
H -0.211 1.599 2.894
H -1.203 1.129 -0.130
H 0.465 0.590 0.021

Output
E_LUMO: -3.67 eV
energy above the lowest of the compared OMol25 structures with the same formula, charge and spin: 366.8 kJ/mol
HOMO energy: -14.896 eV
strongest force on any atom: 6.1 eV/Å
orbital gap: 11.230 eV
charge: +1
SMILES: C1NC[NH2+]N1

2.
The following is a DFT calculation (wB97M-V/def2-TZVPD) of a 2-piece molecular cluster, C2H8N3O overall in a non-equilibrium geometry.

Last column: natural (NBO) charge in e.
Positions of all 14 atoms, in Å:
C1 -1.342 -0.006 0.043  0.651
C2 1.832 -0.199 -0.367  0.007
N1 -2.316 -0.838 -0.052  -0.792
N2 0.903 -0.889 0.371  -0.489
N3 -1.096 1.241 0.098  -0.774
O1 2.024 1.099 0.204  -0.730
H1 1.839 -0.021 -1.549  0.231
H2 2.666 -0.844 0.070  0.251
H3 -1.936 -1.787 -0.046  0.447
H4 -3.363 -0.602 -0.383  0.459
H5 0.674 -1.822 0.073  0.360
H6 -1.775 2.070 0.230  0.436
H7 -0.156 1.527 0.144  0.453
H8 2.046 1.070 1.164  0.489

Force components x, y, z for each atom (eV/Å):
C 2.405 -0.721 0.184
C 1.702 1.304 -0.330
N -2.432 0.191 -0.993
N -3.331 0.445 0.519
N -2.808 2.669 0.346
O -0.526 0.136 -1.228
H -0.100 -0.829 2.590
H 0.281 0.217 -1.326
H -1.193 0.052 -0.126
H 3.076 -0.805 1.103
H 0.261 -0.515 -0.576
H 0.880 -2.002 -0.442
H 1.668 0.271 0.063
H 0.119 -0.412 0.215

Output
E_LUMO (alpha / beta): -4.91 / -5.60 eV
energy above the lowest of the compared OMol25 structures with the same formula, charge and spin: 580.9 kJ/mol
HOMO energy (alpha / beta): -14.224 / -13.878 eV
strongest force on any atom: 3.9 eV/Å
orbital gap (alpha / beta): 9.315 / 8.275 eV
charge: +1

3.
The following is a DFT calculation (wB97M-V/def2-TZVPD) of an isolated ion of composition C2H8N3O and charge +1 in a non-equilibrium geometry.

Last column: natural (NBO) charge in e.
Positions of all 14 atoms, in Å:
N1 -1.906 -0.593 0.444  -0.697
N2 -0.710 -0.708 -0.385  -0.481
C1 0.435 -0.039 0.061  0.465
N3 0.026 1.408 0.146  -0.696
C2 1.764 -0.353 -0.427  -0.134
O1 1.380 -0.340 1.016  -0.438
H1 -2.620 -0.697 -0.240  0.376
H2 -2.064 -1.312 1.187  0.379
H3 -0.558 -1.722 -0.489  0.393
H4 -0.651 1.698 0.884  0.473
H5 -0.441 1.638 -0.743  0.449
H6 0.798 2.047 0.135  0.443
H7 1.936 -1.357 -0.948  0.234
H8 2.610 0.331 -0.641  0.233

Force components x, y, z for each atom (eV/Å):
N 0.700 0.521 0.483
N -0.840 -2.536 1.270
C -0.060 1.304 -0.248
N -1.133 1.026 -0.934
C 1.341 -1.108 -0.111
O -0.219 -1.019 -0.664
H -0.947 0.067 -0.206
H 0.829 0.577 -0.944
H 0.567 0.760 -0.419
H 0.543 -0.849 -0.199
H -0.239 -0.295 0.177
H 0.996 0.271 0.594
H -0.472 1.269 1.170
H -1.066 0.013 0.032

Output
E_LUMO: -3.49 eV
energy above the lowest of the compared OMol25 structures with the same formula, charge and spin: 396.8 kJ/mol
HOMO energy: -14.900 eV
strongest force on any atom: 3.0 eV/Å
orbital gap: 11.410 eV
charge: +1
SMILES: NN[C@]1([NH3+])CO1